Molecular formula: C4H6HgO7
Method: DFT, ωB97M-V/def2-TZVPD

Positions of all 18 atoms, in Å:
Hg1 -1.56077 -2.31583 4.27805
O1 -0.96821 -0.80331 2.39547
O2 -0.40550 0.94978 0.61726
O3 -2.36218 -0.91157 0.61025
O4 3.82184 1.01941 0.13710
O5 2.17239 1.26496 1.64895
O6 -2.66296 -2.22854 2.34774
O7 2.18554 -0.40676 0.24088
C1 0.30883 0.29895 1.58891
C2 -2.03394 -1.30315 1.83479
C3 2.80039 0.59314 0.81758
C4 1.08420 -0.88836 1.02954
H1 4.10048 1.89658 0.44149
H2 -1.76028 -0.20196 0.31153
H3 -0.76314 1.78382 0.94573
H4 1.46824 -1.49337 1.85598
H5 0.33410 0.80572 2.55624
H6 0.47904 -1.47967 0.33527

Cartesian forces, eV/Å:
0.0903 -0.5012 1.0270
-0.4435 0.1297 -0.1189
1.3728 -0.6040 0.8176
-0.0744 0.0095 0.4608
0.8547 -0.6153 0.0614
1.6506 -0.4915 0.1231
-0.6414 0.0044 0.2343
0.3274 -1.6932 0.0761
-2.2882 0.5567 -0.4144
0.9969 0.1002 -1.7112
-2.3302 3.0654 -0.7267
0.4858 0.4891 0.2183
-0.0466 -0.0961 0.1920
-0.2295 -0.1457 0.0629
0.0094 0.1914 0.1069
-0.1641 0.0407 -0.1834
0.4063 -0.6502 -0.5280
0.0238 0.2100 0.3020

## Properties
* electronic energy: -835.829915 a.u.
* charge: +1
* HOMO (spin up / spin down): -13.15 / -14.84 eV
* 2S+1: 2
* gap between HOMO and LUMO (spin up / spin down): 0.365 / 0.310 hartree
* ΔE to the lowest compared entry with this formula, charge and spin: 0.0 kJ/mol



Molecular formula: C14H28Br12O2Sr2
Method: DFT, ωB97M-V/def2-TZVPD

Positions of all 58 atoms, in Å:
Sr1 -4.34662 -1.85338 -1.75328
Sr2 -2.88081 0.54677 1.03008
Br1 -0.66670 4.04742 -3.66911
Br2 -1.67518 3.48542 -0.03447
Br3 -2.47660 1.92116 3.79358
Br4 -3.06797 -4.40283 -0.78007
Br5 2.04395 -1.88853 3.38623
Br6 2.92790 4.30697 1.70063
Br7 3.65292 -0.20976 0.90312
Br8 0.78819 -5.95305 1.38170
Br9 -1.53885 -1.83995 3.02962
Br10 -3.13184 -0.48673 -4.49176
Br11 0.58241 1.17367 -6.66630
Br12 2.00995 2.55374 4.78105
O1 -0.37762 0.45081 1.03755
O2 -2.16801 -0.81025 -1.14735
C1 0.08528 2.94729 -2.17678
C2 -1.32927 0.41489 -4.74506
C3 0.09869 3.69204 -0.87576
C4 3.79478 1.60728 1.55155
C5 -0.78519 -1.10385 -1.03523
C6 2.62724 2.43150 1.09445
C7 -1.55369 -5.53743 -0.15184
C8 -0.70655 -0.13142 -5.99351
C9 -0.18992 -1.46071 1.63330
C10 0.19822 2.89933 4.22201
C11 0.13146 -0.22649 -0.08589
C12 1.06716 -2.30320 1.73458
C13 -0.54461 -4.73368 0.63677
C14 -0.54911 1.59812 4.18909
H1 -0.25836 -1.20234 -1.99436
H2 -0.53418 1.06642 5.13846
H3 -1.04732 -5.92485 -1.03273
H4 1.67303 2.05950 1.46490
H5 4.71171 2.08198 1.20172
H6 -0.70997 -1.53974 0.67841
H7 -0.20702 0.90433 3.42283
H8 0.38605 4.73696 -0.84436
H9 -1.43709 -0.28709 -6.78243
H10 0.13479 -0.41794 1.63243
H11 -0.29335 3.61252 4.88326
H12 -2.00728 -6.34190 0.41743
H13 0.73177 3.18034 -0.15346
H14 -1.63875 1.44046 -4.94166
H15 -0.97090 -4.23998 1.50733
H16 -0.06261 -3.98091 0.02006
H17 0.61172 0.50726 -0.75342
H18 1.07196 2.61957 -2.50357
H19 -0.52076 2.04743 -2.19548
H20 -0.18670 -1.07870 -5.87167
H21 1.67202 -1.91375 0.91874
H22 0.10924 3.38621 3.24761
H23 0.98131 -0.84881 0.22613
H24 0.90303 -3.37323 1.68131
H25 -0.76546 -2.15545 -0.70376
H26 -0.78847 0.40776 -3.80533
H27 3.87939 1.66269 2.63364
H28 2.54258 2.45611 0.00907

Cartesian forces, eV/Å:
2.2412 0.3645 -0.6843
2.7210 0.2585 0.2409
0.3235 -0.4654 0.6787
-0.3390 0.5915 0.0559
0.1000 0.0949 0.0492
-0.1658 -0.1416 0.0021
-0.5097 -0.3742 -0.2079
-0.3437 -0.7594 -0.4106
0.4402 0.4856 -0.1872
-0.3588 0.0526 -0.4786
-0.2808 0.2363 -0.2582
0.0879 -0.1482 0.1846
-0.2305 -0.2633 0.3113
-0.3234 0.0443 -0.0561
-3.2175 7.2956 -4.6800
-1.8712 0.5805 0.6261
-0.0226 0.4604 -1.3770
-0.6431 0.9384 -0.3302
-0.0699 -1.2194 0.7531
0.4639 1.0020 0.2778
0.1444 -1.0349 -0.2051
-0.1497 0.2860 -0.1339
1.3538 -0.3489 0.2989
0.4194 -0.5576 -0.3232
1.3660 -7.0292 3.0841
-1.0269 0.5667 -0.3911
0.6759 2.7113 -3.3586
-0.9006 -0.6293 0.7001
-0.4818 0.0439 0.4432
0.2788 -0.7934 0.1520
-0.3225 0.6966 -0.2934
-0.2208 0.1671 0.0347
-0.5208 -0.0090 -0.2686
0.0146 0.1709 0.3667
0.0461 -0.4817 -0.3761
-0.1460 -1.5462 2.3203
-0.0250 0.2257 -0.0740
-0.3758 0.1187 -0.4325
-0.0800 0.2699 0.0365
0.2546 -0.9381 3.5715
0.3645 -0.1910 0.4388
-0.2729 0.1511 -0.0252
-0.0963 -0.0426 -0.1845
-0.1495 -0.0577 0.1780
-0.2018 -0.0418 -0.1090
0.1567 -0.2462 -0.0887
-0.1660 0.1281 0.0288
0.1803 0.4593 0.0745
-0.1872 0.1182 0.4771
0.0966 0.1024 0.2121
0.5642 -0.9684 0.3669
0.7221 -0.1736 -0.1088
-0.5043 0.7044 -1.0859
0.7628 0.1207 0.3102
0.2486 0.0748 -0.1825
0.0671 -0.5467 -0.0558
-0.2449 -0.6248 0.0812
0.3545 0.1115 0.0116

## Properties
* electronic energy: -31649.640171 a.u.
* charge: +2
* HOMO: -12.15 eV
* gap between HOMO and LUMO: 0.143 hartree
* ΔE to the lowest compared entry with this formula, charge and spin: 589.0 kJ/mol